(1)
Molecular formula: C11H13PS
Method: DFT, ωB97M-V/def2-TZVPD

Positions of all 26 atoms, in Å:
C 0.09548 1.34509 0.42175
C -0.86538 1.80181 1.31737
C -2.45667 0.10183 0.65870
C -0.23477 0.24102 -0.32579
C -2.12264 1.21482 1.43164
C -1.47847 -0.36718 -0.18651
C 1.57868 -1.38158 -1.03506
C 0.37064 -0.62699 -1.39413
C -3.11198 1.81430 2.38685
C 0.47586 0.03192 -2.76128
C 3.83065 -2.32001 0.18275
P 2.34313 -1.24243 0.45411
S -1.24800 -1.68112 -1.34475
H 1.04795 1.84448 0.32355
H -0.63140 2.64761 1.94862
H -3.42887 -0.36364 0.71602
H 1.97686 -2.00991 -1.82441
H -2.68016 1.87825 3.38500
H -3.36821 2.82616 2.07370
H -4.02504 1.22684 2.43830
H 1.31766 0.72206 -2.77339
H -0.43810 0.57494 -2.98385
H 0.62823 -0.72210 -3.53220
H 4.69085 -1.67355 0.00366
H 3.69946 -2.98596 -0.66300
H 4.03427 -2.89666 1.08235

Forces on the atoms, in the same order (eV/Å):
C 0.0 0.0 0.0
C 0.1 0.1 0.0
C 0.1 0.0 0.0
C -0.6 -0.3 0.1
C -0.1 0.0 0.0
C 0.3 0.1 -0.1
C 0.6 -0.1 0.8
C -0.5 0.0 -0.4
C 0.0 0.0 0.0
C 0.0 -0.1 0.0
C -0.2 0.3 0.1
P -0.1 -0.2 -0.8
S 0.3 0.2 0.0
H 0.1 0.0 0.1
H 0.0 0.1 0.0
H -0.1 0.0 0.1
H 0.1 -0.1 0.0
H -0.1 0.0 0.1
H -0.1 0.0 0.0
H -0.1 0.0 0.0
H 0.1 0.1 0.0
H -0.1 0.1 0.0
H 0.1 0.0 -0.1
H 0.0 0.0 0.0
H 0.0 -0.1 -0.1
H 0.0 -0.1 0.0

Values from the calculation:
Kohn-Sham gap = 8.132 eV
largest force on an atom = 1.03 eV Å⁻¹
relative energy (zero: lowest compared OMol25 entry of this formula, charge and spin) = 0.0 kJ/mol
LUMO level = 0.0070 hartree
electronic energy = -31740.6688 eV

=====

(2)
Molecular formula: C11H14BF4InN6S5Sb
Method: DFT, ωB97M-V/def2-TZVPD

Positions of all 43 atoms, in Å:
In -0.46755 -0.61104 -0.87919
C -0.64875 1.67491 3.12744
C -0.98223 0.69338 2.05611
N -0.97648 1.00203 0.80938
N -0.61857 2.30086 0.52120
C -0.70844 2.72400 -0.75485
N -0.04605 3.86860 -1.00547
S -1.60481 1.88417 -1.90512
C -1.36599 -0.70529 2.37558
C -1.35011 -1.22697 3.65890
C -1.77048 -2.54267 3.83086
C -2.19502 -3.26378 2.73503
C -2.16992 -2.65762 1.48147
N -1.75578 -1.41337 1.31805
H -1.15324 2.62403 2.94115
H 0.43092 1.84874 3.11226
H -0.93233 1.31785 4.11073
H 0.15293 2.68244 1.06980
H 0.79585 4.02745 -0.46074
H -0.00472 4.12921 -1.97581
H -1.00696 -0.65234 4.50569
H -1.75618 -2.99101 4.81600
H -2.51823 -4.29243 2.81418
H -2.46270 -3.20659 0.59370
S 0.34783 -4.08619 -3.85710
Sb -0.73195 -3.71888 -1.92120
S -2.22109 -1.81103 -2.07661
S 0.81021 -2.58156 -0.33740
S -1.75741 -5.39273 -0.79100
N 0.96556 0.91438 -3.48950
C 2.06681 0.94287 -4.25186
C 2.77068 -0.20953 -3.98777
C 2.00515 -0.88656 -3.03151
N 0.90699 -0.19731 -2.74368
H 0.21743 1.58730 -3.39725
H 2.25141 1.76695 -4.92020
H 3.69867 -0.52677 -4.42786
H 2.16859 -1.83807 -2.55530
F 3.72970 1.67794 0.49958
B 2.36369 1.73106 0.57412
F 1.95302 3.05149 1.05250
F 1.82221 0.78729 1.45370
F 1.74734 1.57475 -0.68801

Forces on the atoms, in the same order (eV/Å):
In -0.6 -0.2 -0.4
C 0.0 0.0 0.0
C -0.2 -0.2 0.0
N 0.5 0.1 0.1
N -0.1 0.0 0.1
C 0.0 -0.1 -0.1
N 0.0 0.0 0.0
S 0.0 0.1 0.1
C 0.0 0.1 0.0
C 0.0 -0.1 0.0
C 0.0 0.0 0.0
C 0.0 -0.1 0.0
C 0.0 0.0 0.0
N -0.1 0.0 0.0
H 0.0 0.0 0.0
H 0.0 0.0 0.0
H 0.0 0.0 0.0
H 0.0 0.0 -0.1
H 0.0 0.0 0.0
H 0.0 0.0 0.0
H 0.0 0.0 0.0
H 0.0 0.0 0.0
H 0.0 0.0 0.0
H 0.0 0.0 0.0
S 0.1 0.0 -0.1
Sb 0.1 0.0 0.3
S -0.1 0.0 -0.1
S 0.1 -0.1 0.1
S 0.0 0.0 0.0
N -0.1 0.0 0.0
C 0.0 0.0 0.0
C 0.0 0.0 -0.1
C -0.2 -0.1 0.0
N 0.3 0.2 0.2
H 0.0 0.0 0.0
H 0.0 0.0 0.0
H 0.0 0.0 0.0
H 0.0 0.0 0.0
F 0.0 0.0 0.0
B 0.1 0.2 0.0
F 0.0 0.0 0.0
F 0.1 0.0 0.1
F 0.1 -0.1 0.0

Values from the calculation:
Kohn-Sham gap = 5.952 eV
largest force on an atom = 0.77 eV Å⁻¹
relative energy (zero: lowest compared OMol25 entry of this formula, charge and spin) = 26.6 kJ/mol
LUMO level = 0.0490 hartree
net charge = -1
electronic energy = -98020.8607 eV

=====

(3)
Molecular formula: C11H14Br18N2O3
Method: DFT, ωB97M-V/def2-TZVPD

Positions of all 48 atoms, in Å:
O -1.67781 -1.38283 -0.29414
N -1.76115 -0.61567 -1.18957
O -2.06412 0.67108 -0.68996
C -3.42117 1.07844 -1.07882
C -4.53056 0.04502 -0.70515
C -6.00889 0.54789 -0.50223
N -6.67026 -0.74221 -0.09392
C -5.95823 -1.84197 -0.73524
O -6.15438 -2.99866 -0.58385
C -4.84771 -1.16090 -1.64391
H -3.60565 2.00460 -0.48210
H -3.45107 1.39506 -2.14818
H -4.18004 -0.41761 0.24270
H -6.38890 0.68754 -1.54632
H -6.18138 1.38833 0.19953
H -6.35793 -0.78741 0.88932
H -5.23972 -0.84195 -2.64273
H -4.02555 -1.86139 -1.90556
C 1.31082 2.12263 -2.11068
Br 3.04805 1.88586 -1.28700
Br -0.03120 0.91332 -1.37920
Br 0.71875 3.95752 -2.01747
H 1.42470 1.87718 -3.16097
C 4.94940 5.14907 0.71285
Br 4.62183 5.56557 -1.14591
Br 3.33401 5.25808 1.76784
Br 5.82574 3.43789 0.92193
H 5.62890 5.90332 1.09198
C -7.85920 -3.13923 3.10391
Br -9.11608 -1.67722 2.97305
Br -6.31373 -2.65705 4.16431
Br -8.70136 -4.75478 3.75035
H -7.50418 -3.34535 2.09887
C 8.62329 0.12656 0.35081
Br 8.27727 0.55853 -1.50486
Br 7.01392 0.23868 1.41474
Br 9.49269 -1.58580 0.55350
H 9.30743 0.87718 0.72919
C 12.16929 -3.00453 -2.79321
Br 10.90707 -1.54468 -2.87098
Br 13.75346 -2.52846 -1.79372
Br 11.35177 -4.61952 -2.11517
H 12.48410 -3.20962 -3.80966
C -2.38667 -0.30075 3.49430
Br -2.10698 -0.18158 1.57762
Br -1.43424 1.07554 4.47232
Br -4.28091 -0.31234 3.90204
H -1.98341 -1.25336 3.81934

Forces on the atoms, in the same order (eV/Å):
O 0.8 -0.5 -3.4
N -1.7 -3.0 -0.1
O -4.7 -0.1 0.6
C -1.1 0.7 -0.3
C 0.5 0.0 -0.2
C 0.7 -1.4 -1.5
N 1.2 0.1 1.2
C 0.7 2.5 -1.5
O -0.3 -0.7 0.5
C 0.1 -0.5 0.0
H 0.4 -0.7 -0.3
H 0.2 -0.5 0.6
H -0.4 0.5 -0.4
H 0.1 0.9 1.0
H 0.0 -0.7 -0.5
H -1.0 -0.6 -0.1
H 0.0 0.0 0.9
H -0.5 0.4 0.6
C 0.7 -0.7 -0.1
Br -0.1 0.1 -0.1
Br 4.9 3.3 -1.7
Br 0.0 -0.3 0.1
H 0.0 0.1 0.1
C 0.0 0.0 0.0
Br 0.0 -0.1 0.2
Br 0.2 -0.1 -0.2
Br -0.1 0.2 -0.1
H -0.1 -0.1 0.0
C 0.0 -0.1 0.0
Br 0.2 -0.2 0.1
Br -0.7 -0.4 -0.2
Br 0.1 0.2 -0.1
H 0.0 0.0 0.1
C 0.1 0.0 0.0
Br 0.0 0.0 0.3
Br 0.2 -0.1 -0.1
Br -0.2 0.2 0.0
H -0.1 -0.1 -0.1
C 0.0 0.0 -0.1
Br 0.2 -0.2 -0.1
Br -0.2 -0.1 -0.1
Br 0.1 0.2 0.0
H 0.0 0.0 0.1
C 0.1 0.3 0.0
Br -0.4 0.9 4.9
Br -0.1 -0.1 -0.1
Br 0.6 0.4 -0.1
H -0.1 0.1 0.1

Values from the calculation:
Kohn-Sham gap = 8.007 eV
largest force on an atom = 6.11 eV Å⁻¹
LUMO level = -0.0579 hartree
electronic energy = -1281512.1290 eV